{
  "formula": "C46H58CaClO8",
  "method": "ωB97M-V with the def2-TZVPD basis set",
  "symbols": ["Ca", "C", "O", "C", "C", "C", "C", "C", "C", "C", "C", "C", "C", "C", "C", "C", "C", "C", "C", "C", "C", "C", "C", "C", "C", "C", "C", "C", "C", "C", "C", "C", "C", "O", "C", "C", "C", "C", "C", "O", "C", "C", "C", "C", "C", "C", "O", "C", "C", "C", "C", "H", "H", "H", "H", "H", "H", "H", "H", "H", "H", "H", "H", "H", "H", "H", "H", "H", "H", "H", "H", "H", "H", "H", "H", "H", "H", "H", "H", "H", "H", "H", "H", "H", "H", "H", "H", "H", "H", "H", "H", "H", "H", "H", "H", "H", "H", "H", "H", "H", "H", "H", "H", "H", "H", "H", "H", "H", "H", "O", "Cl", "O", "O", "O"],
  "positions_angstrom": [[0.011, -0.515, -0.099], [0.093, -0.289, 4.173], [0.135, -0.991, 2.946], [1.011, -2.038, 2.823], [2.407, -1.887, 2.955], [3.190, -0.637, 3.325], [2.941, 0.780, 2.837], [3.563, 1.778, 3.574], [3.463, 3.134, 3.281], [2.652, 3.476, 2.202], [1.990, 2.522, 1.453], [0.911, 2.927, 0.480], [-0.431, 2.792, 1.175], [-0.597, 3.422, 2.398], [-1.712, 3.218, 3.203], [-2.679, 2.336, 2.746], [-2.573, 1.684, 1.519], [-3.605, 0.628, 1.194], [-3.378, -0.581, 2.070], [-4.031, -0.740, 3.285], [-3.722, -1.776, 4.158], [-2.723, -2.669, 3.758], [-2.059, -2.553, 2.556], [-0.992, -3.518, 2.131], [0.460, -3.272, 2.481], [1.303, -4.375, 2.364], [2.669, -4.286, 2.544], [3.189, -3.028, 2.825], [3.606, -5.480, 2.403], [2.845, -6.791, 2.199], [4.463, -5.625, 3.667], [4.522, -5.257, 1.192], [-2.387, -1.497, 1.671], [-1.759, -1.336, 0.549], [-4.398, -1.963, 5.510], [-5.054, -3.349, 5.580], [-5.483, -0.915, 5.769], [-3.349, -1.848, 6.625], [-1.459, 1.958, 0.727], [-1.320, 1.330, -0.510], [-1.668, 2.122, -1.635], [-1.769, 3.881, 4.574], [-3.089, 3.609, 5.295], [-1.602, 5.399, 4.423], [-0.622, 3.328, 5.435], [2.167, 1.136, 1.709], [1.550, 0.261, 0.999], [4.206, 4.158, 4.132], [5.718, 3.985, 3.936], [3.834, 5.595, 3.761], [3.867, 3.955, 5.616], [0.126, -0.990, 5.016], [-0.866, 0.231, 4.182], [0.897, 0.443, 4.262], [4.227, -0.870, 3.057], [3.190, -0.585, 4.423], [4.159, 1.465, 4.426], [2.489, 4.517, 1.949], [0.946, 2.309, -0.420], [1.063, 3.969, 0.179], [0.215, 4.039, 2.755], [-3.535, 2.095, 3.360], [-3.544, 0.341, 0.145], [-4.598, 1.043, 1.395], [-4.788, -0.011, 3.550], [-2.440, -3.485, 4.415], [-1.038, -3.571, 1.036], [-1.239, -4.518, 2.503], [0.846, -5.321, 2.107], [4.261, -2.910, 2.926], [2.153, -6.982, 3.019], [3.552, -7.621, 2.154], [2.281, -6.787, 1.269], [3.833, -5.783, 4.542], [5.066, -4.739, 3.847], [5.137, -6.476, 3.570], [3.933, -5.145, 0.282], [5.201, -6.103, 1.065], [5.120, -4.355, 1.312], [-5.795, -3.461, 4.789], [-5.549, -3.493, 6.542], [-4.317, -4.140, 5.458], [-6.263, -0.950, 5.010], [-5.068, 0.093, 5.786], [-5.948, -1.100, 6.739], [-2.559, -2.586, 6.500], [-3.806, -2.003, 7.605], [-2.886, -0.862, 6.612], [-1.351, 3.158, -1.483], [-2.751, 2.086, -1.792], [-1.154, 1.694, -2.494], [-3.941, 3.962, 4.715], [-3.095, 4.127, 6.255], [-3.227, 2.546, 5.492], [-2.366, 5.808, 3.762], [-0.628, 5.655, 4.010], [-1.691, 5.886, 5.396], [-0.758, 2.262, 5.614], [-0.590, 3.837, 6.401], [0.341, 3.459, 4.946], [5.988, 4.146, 2.893], [6.031, 2.979, 4.209], [6.273, 4.696, 4.552], [4.118, 5.831, 2.737], [4.354, 6.291, 4.420], [2.764, 5.767, 3.866], [4.203, 2.985, 5.975], [2.791, 4.015, 5.776], [4.350, 4.721, 6.225], [1.023, -2.120, -1.321], [0.899, -1.196, -2.444], [1.577, -1.686, -3.583], [1.426, 0.079, -2.008], [-0.511, -1.010, -2.682]],
  "atomic_forces_ev_per_a": [[-0.45, 0.29, 0.75], [-0.17, -0.14, 0.08], [0.16, 0.09, -0.15], [0.13, 0.16, 0.16], [-0.12, -0.01, -0.07], [0.08, 0.02, 0.13], [-0.03, 0.06, -0.04], [0.00, 0.07, -0.05], [-0.01, 0.03, -0.02], [0.07, 0.01, 0.06], [0.11, -0.13, 0.01], [0.08, 0.03, -0.25], [-0.11, -0.06, 0.12], [-0.09, -0.05, 0.01], [0.00, -0.05, -0.04], [0.09, 0.04, -0.03], [0.12, 0.10, 0.01], [-0.13, -0.01, -0.10], [0.04, -0.16, -0.08], [0.03, -0.02, 0.10], [-0.04, 0.04, 0.03], [-0.02, 0.03, -0.02], [-0.11, 0.07, -0.04], [-0.21, -0.14, -0.10], [0.14, 0.11, 0.02], [0.07, -0.06, -0.06], [-0.02, -0.04, 0.01], [-0.08, 0.03, -0.11], [0.03, -0.07, -0.01], [0.06, 0.06, 0.00], [-0.05, -0.01, -0.05], [-0.02, -0.02, 0.03], [-0.26, 0.09, 0.28], [-0.85, -0.66, 0.33], [-0.07, 0.02, 0.05], [0.00, 0.06, 0.01], [0.07, -0.08, 0.00], [-0.07, 0.01, -0.02], [-0.14, 0.13, 0.14], [-0.03, 0.29, 0.06], [-0.06, 0.12, -0.09], [-0.01, 0.02, 0.06], [0.06, 0.04, -0.01], [-0.02, -0.05, 0.02], [-0.07, 0.06, -0.01], [-0.12, 0.17, 0.46], [0.92, 0.41, 0.25], [0.01, 0.05, 0.02], [-0.04, 0.02, 0.03], [0.05, -0.08, 0.03], [0.01, 0.03, -0.07], [0.00, 0.03, 0.00], [0.00, 0.00, 0.00], [0.07, 0.02, -0.03], [-0.07, 0.00, 0.06], [0.00, 0.01, -0.06], [0.04, -0.01, 0.07], [0.00, 0.06, -0.01], [0.01, 0.07, 0.05], [-0.01, -0.04, -0.01], [0.06, 0.04, 0.04], [-0.05, -0.01, 0.04], [0.00, 0.00, 0.01], [0.02, -0.02, -0.05], [-0.06, 0.02, 0.02], [0.01, -0.06, 0.05], [-0.01, -0.07, 0.05], [-0.04, 0.05, 0.00], [-0.03, -0.04, -0.01], [0.04, 0.00, 0.01], [-0.04, -0.02, 0.07], [0.05, -0.04, 0.00], [-0.06, 0.01, -0.09], [-0.05, -0.01, 0.06], [0.06, 0.10, 0.02], [0.06, -0.07, -0.01], [-0.03, 0.00, -0.04], [0.04, -0.05, -0.01], [0.04, 0.05, 0.00], [-0.05, 0.00, -0.05], [-0.03, -0.01, 0.07], [0.06, -0.07, -0.01], [-0.06, -0.01, -0.06], [0.04, 0.09, 0.00], [-0.02, -0.01, 0.06], [0.07, -0.07, -0.01], [-0.04, -0.01, 0.08], [0.03, 0.07, -0.01], [-0.01, -0.09, -0.05], [0.07, 0.05, 0.01], [-0.04, 0.01, -0.01], [-0.07, 0.03, -0.04], [0.01, 0.01, 0.03], [-0.01, -0.08, 0.00], [-0.05, 0.02, -0.03], [0.06, 0.01, -0.04], [0.01, 0.03, 0.06], [-0.01, -0.09, 0.01], [-0.01, 0.03, 0.06], [0.10, 0.02, -0.04], [0.01, 0.01, -0.06], [0.03, -0.07, 0.02], [0.04, 0.05, 0.05], [0.02, 0.01, -0.11], [0.04, 0.03, 0.04], [-0.11, 0.02, 0.02], [0.02, -0.10, 0.03], [-0.08, 0.02, 0.01], [0.06, 0.07, 0.06], [0.48, -0.61, -0.43], [0.33, -0.38, -1.15], [0.17, -0.14, -0.31], [0.30, 0.24, -0.17], [-0.33, -0.01, -0.14]],
  "lowdin_charge": [1.4565, -0.0308, -0.1166, -0.1812, -0.0987, -0.0756, -0.1405, -0.0164, -0.1927, -0.0188, -0.1424, -0.0662, -0.1052, 0.0261, -0.1570, 0.0253, -0.1037, -0.0723, -0.1404, -0.0056, -0.1928, -0.0011, -0.1461, -0.0720, -0.1022, 0.0113, -0.1728, 0.0001, -0.5585, -0.0731, -0.0544, -0.0452, -0.3428, -0.2637, -0.5630, -0.0566, -0.0733, -0.0527, -0.1938, -0.2647, -0.0351, -0.5469, -0.0648, -0.0482, -0.0344, -0.3159, -0.2576, -0.5619, -0.0534, -0.0720, -0.0534, 0.1045, 0.0877, 0.0816, 0.1162, 0.1235, 0.1102, 0.1024, 0.1069, 0.1251, 0.1078, 0.1030, 0.1162, 0.1204, 0.0978, 0.1138, 0.1281, 0.1191, 0.1063, 0.1074, 0.0848, 0.0795, 0.0830, 0.0878, 0.0719, 0.0781, 0.0916, 0.0795, 0.0782, 0.0868, 0.0760, 0.0720, 0.0829, 0.0735, 0.0786, 0.0736, 0.0769, 0.0809, 0.1011, 0.0991, 0.0906, 0.0870, 0.0821, 0.0758, 0.0884, 0.0723, 0.0796, 0.0774, 0.0846, 0.0703, 0.0863, 0.0761, 0.0770, 0.0807, 0.0789, 0.0779, 0.0716, 0.0764, 0.0774, -0.4246, 0.6240, -0.2842, -0.3792, -0.3429],
  "lumo_ha": 0.0869,
  "e_homo_ev": -4.5,
  "spin_multiplicity": 1,
  "total_charge": -1,
  "energy_ha": -3527.382958,
  "homo_lumo_gap_ev": 6.9
}

{
  "formula": "C46H58ClN7O16P3S",
  "method": "ωB97M-V with the def2-TZVPD basis set",
  "symbols": ["C", "C", "C", "O", "O", "C", "C", "C", "C", "C", "C", "N", "C", "C", "C", "C", "C", "S", "N", "C", "P", "P", "O", "O", "O", "C", "P", "O", "Cl", "H", "H", "H", "H", "H", "H", "H", "H", "H", "H", "H", "H", "H", "H", "H", "H", "H", "H", "H", "H", "H", "H", "H", "H", "H", "H", "H", "H", "H", "H", "H", "H", "H", "C", "C", "C", "C", "C", "C", "N", "O", "O", "H", "H", "H", "H", "H", "C", "C", "C", "C", "C", "C", "N", "O", "O", "H", "H", "H", "H", "H", "C", "C", "C", "C", "C", "C", "N", "O", "O", "H", "H", "H", "H", "H", "C", "C", "C", "C", "C", "C", "N", "O", "O", "H", "H", "H", "H", "H", "C", "C", "C", "C", "C", "C", "N", "O", "O", "H", "H", "H", "H", "H"],
  "positions_angstrom": [[-5.091, -2.046, 6.438], [-5.214, -0.648, 6.726], [-4.111, 0.421, 6.369], [-4.327, 1.591, 6.704], [-2.992, -0.037, 5.656], [-1.790, 0.700, 5.991], [-1.283, 1.623, 4.770], [0.314, 1.438, 4.494], [0.582, 0.656, 3.112], [2.056, -0.017, 3.048], [2.979, 0.587, 1.924], [2.764, 0.139, 0.535], [1.750, -0.908, 0.334], [2.277, -2.420, 0.593], [1.315, -3.547, -0.022], [-0.129, -3.035, -0.453], [-1.138, -4.186, -0.955], [-0.353, -5.840, -1.242], [3.644, -2.636, -0.049], [4.638, -1.555, 0.348], [6.244, -1.824, -0.658], [7.760, -2.858, 0.505], [9.110, -2.535, -0.165], [7.872, -2.346, 2.110], [7.537, -4.547, 0.360], [3.993, -0.176, -0.218], [5.243, 1.251, -0.351], [5.851, 1.143, -1.965], [4.130, 3.038, -0.293], [-4.356, -2.733, 6.970], [-5.792, -2.523, 5.684], [-6.193, -0.316, 7.200], [-0.969, -0.082, 6.170], [-1.860, 1.288, 6.962], [-1.484, 2.700, 5.100], [-1.907, 1.464, 3.834], [0.806, 0.940, 5.385], [0.724, 2.498, 4.408], [0.424, 1.323, 2.213], [-0.169, -0.211, 3.059], [1.910, -1.138, 3.047], [2.539, 0.232, 4.057], [2.851, 1.727, 1.954], [4.084, 0.420, 2.200], [1.518, -0.903, -0.794], [0.746, -0.714, 0.825], [2.419, -2.664, 1.688], [1.837, -4.050, -0.896], [1.148, -4.327, 0.800], [-0.575, -2.359, 0.354], [0.027, -2.343, -1.356], [-1.569, -3.860, -1.964], [-2.031, -4.238, -0.251], [-0.046, -6.292, 0.027], [3.560, -2.634, -1.076], [4.050, -3.537, 0.275], [4.817, -1.518, 1.464], [5.910, -2.705, -1.755], [8.824, -2.453, 2.345], [8.297, -4.959, 0.836], [3.660, -0.428, -1.294], [5.357, 0.388, -2.352], [8.039, 1.702, -5.046], [8.656, 1.781, -6.291], [7.892, 1.972, -7.436], [6.509, 2.086, -7.323], [5.884, 2.000, -6.082], [6.656, 1.806, -4.942], [5.701, 2.311, -8.523], [6.278, 2.363, -9.594], [4.495, 2.439, -8.380], [8.639, 1.558, -4.153], [9.735, 1.698, -6.367], [8.384, 2.032, -8.400], [4.808, 2.083, -5.988], [6.178, 1.741, -3.971], [-0.830, 5.755, -2.262], [0.137, 6.321, -1.437], [0.334, 5.827, -0.153], [-0.442, 4.760, 0.294], [-1.417, 4.193, -0.521], [-1.609, 4.695, -1.804], [-0.217, 4.222, 1.636], [0.635, 4.756, 2.327], [-0.888, 3.265, 1.992], [-0.976, 6.141, -3.270], [0.740, 7.147, -1.797], [1.090, 6.276, 0.479], [-2.027, 3.366, -0.177], [-2.364, 4.259, -2.449], [-6.278, -5.983, 2.958], [-5.917, -4.735, 2.462], [-4.579, -4.362, 2.423], [-3.610, -5.251, 2.879], [-3.964, -6.499, 3.384], [-5.305, -6.863, 3.422], [-2.199, -4.871, 2.816], [-1.926, -3.761, 2.383], [-1.372, -5.683, 3.195], [-7.324, -6.273, 2.982], [-6.679, -4.055, 2.104], [-4.310, -3.386, 2.034], [-3.214, -7.194, 3.745], [-5.592, -7.833, 3.810], [-7.542, 0.929, 2.917], [-6.967, -0.333, 2.811], [-7.772, -1.466, 2.810], [-9.151, -1.323, 2.912], [-9.734, -0.065, 3.026], [-8.922, 1.064, 3.028], [-10.001, -2.515, 2.886], [-9.450, -3.603, 2.804], [-11.206, -2.356, 2.944], [-6.911, 1.812, 2.911], [-5.890, -0.433, 2.726], [-7.313, -2.444, 2.728], [-10.808, 0.053, 3.110], [-9.365, 2.050, 3.113], [0.385, 2.651, -8.180], [1.133, 3.793, -8.448], [0.903, 4.960, -7.729], [-0.077, 4.970, -6.740], [-0.834, 3.834, -6.471], [-0.600, 2.672, -7.197], [-0.305, 6.190, -5.964], [0.363, 7.170, -6.238], [-1.149, 6.156, -5.078], [0.571, 1.740, -8.739], [1.897, 3.773, -9.216], [1.491, 5.844, -7.947], [-1.601, 3.837, -5.706], [-1.182, 1.780, -6.994]],
  "atomic_forces_ev_per_a": [[-0.05, 1.34, 0.28], [1.02, -1.67, -0.94], [-1.30, 0.56, 2.51], [1.13, -2.50, -1.30], [-1.36, 0.83, 1.85], [2.03, 0.14, -0.71], [0.17, 0.47, 0.99], [-1.05, 0.89, -0.85], [0.15, -0.95, 0.64], [-0.62, 0.75, 0.94], [0.85, 1.00, 1.23], [-0.19, -0.90, -0.15], [0.34, -1.02, -1.78], [-1.82, -0.34, 0.35], [-0.57, -0.17, 0.87], [0.49, 0.82, -1.05], [-0.39, 0.99, 0.62], [-0.30, 0.15, 0.37], [0.17, 0.61, 1.49], [0.49, 0.83, -1.35], [0.01, 1.03, 0.52], [5.43, -1.60, -0.43], [-3.58, -0.52, 1.42], [-0.83, -1.25, -2.20], [0.00, 2.56, 1.38], [-1.58, -0.99, -0.62], [1.81, 0.87, -0.02], [-2.16, -0.86, 1.95], [0.07, -1.26, -0.48], [0.16, 1.28, -1.95], [-0.23, 0.18, 2.20], [0.98, 0.30, -2.07], [-1.34, 0.80, -0.29], [-0.36, -0.68, -1.38], [0.35, -1.42, -0.66], [0.86, -0.06, 1.20], [-0.53, 0.38, -1.12], [-0.24, -1.46, 0.08], [0.05, -0.63, 1.17], [0.86, 1.28, -0.02], [0.51, 1.20, -0.23], [-0.41, -0.38, -1.52], [0.13, -1.57, 0.04], [-1.39, 0.11, -0.23], [0.24, 0.10, 1.49], [1.62, -0.23, -0.21], [0.03, 0.58, -1.20], [-0.76, 0.49, 0.98], [0.44, 0.93, -1.26], [0.42, -1.34, -0.95], [-0.26, -0.91, 1.23], [0.74, -0.72, 1.34], [1.28, -0.17, -0.82], [-0.46, 0.67, -0.70], [-0.03, -0.21, 0.40], [-0.55, 0.37, -0.54], [-0.31, -0.20, -1.30], [-0.03, -0.13, 1.01], [-0.61, 0.30, -0.29], [-0.56, 0.16, -0.54], [0.33, 0.30, 1.23], [0.50, 0.71, -0.34], [0.01, -0.01, -0.03], [-0.24, 0.01, 0.08], [0.08, 0.01, -0.07], [0.45, -0.11, 0.65], [-0.09, -0.01, 0.06], [0.07, -0.03, -0.23], [-0.15, 0.07, -0.51], [-0.18, -0.03, 0.40], [0.26, -0.05, 0.02], [-0.06, 0.01, -0.08], [-0.11, 0.01, -0.04], [-0.24, 0.03, 0.03], [0.11, 0.05, -0.23], [0.12, 0.16, -0.27], [-0.03, 0.12, -0.03], [-0.15, -0.26, 0.11], [0.15, 0.09, 0.04], [-0.11, 0.25, -0.68], [-0.10, -0.13, -0.05], [0.26, 0.11, 0.21], [0.10, 0.06, 0.27], [-0.24, -0.27, -0.16], [0.13, 0.26, -0.13], [0.06, -0.12, 0.69], [-0.06, -0.07, 0.07], [-0.14, -0.18, 0.08], [0.16, 0.11, 0.15], [0.04, 0.04, 0.09], [-0.01, -0.04, 0.03], [0.19, -0.19, 0.08], [-0.02, 0.14, -0.07], [-0.72, -0.19, 0.04], [0.07, -0.13, 0.05], [0.03, 0.25, -0.10], [0.21, -0.07, 0.11], [0.07, -0.21, 0.00], [-0.16, 0.31, -0.19], [0.10, 0.07, 0.00], [0.08, -0.20, -0.05], [0.15, -0.15, 0.08], [0.04, 0.21, -0.09], [0.07, 0.09, -0.03], [-0.02, 0.01, 0.00], [-0.23, 0.05, 0.02], [0.12, 0.00, -0.02], [0.44, 0.65, 0.00], [-0.11, 0.05, 0.00], [0.18, -0.21, -0.03], [-0.40, -0.35, 0.01], [-0.05, 0.28, 0.01], [0.44, -0.04, -0.01], [-0.06, -0.09, 0.03], [-0.09, -0.02, 0.04], [-0.30, 0.19, 0.09], [0.11, -0.22, -0.03], [0.00, -0.12, 0.00], [-0.01, 0.02, 0.03], [-0.15, -0.04, 0.11], [0.08, 0.07, -0.03], [0.12, -0.68, -0.39], [-0.09, -0.06, 0.11], [0.18, 0.18, -0.06], [0.10, 0.43, -0.03], [-0.26, -0.35, 0.17], [0.09, 0.01, -0.86], [-0.01, 0.10, 0.04], [-0.05, 0.03, 0.11], [-0.16, -0.01, 0.16], [0.13, 0.19, -0.06], [0.02, 0.12, 0.00]],
  "lowdin_charge": [0.0309, -0.0460, -0.4224, 0.0604, -0.0603, -0.1724, -0.1484, -0.1826, -0.1936, -0.1702, -0.2136, -0.1889, -0.1176, -0.2001, -0.1801, -0.2467, -0.5189, 0.6786, 0.0248, -0.4465, 0.9106, 0.4004, -0.3778, -0.2101, -0.2365, -0.5128, 0.6222, -0.4110, 0.2233, 0.0794, 0.0635, 0.1211, 0.1238, 0.1373, 0.1173, 0.1107, 0.1029, 0.1068, 0.0915, 0.1145, 0.0935, 0.1214, 0.1118, 0.1143, 0.1361, 0.1316, 0.1498, 0.0992, 0.1178, 0.1096, 0.1073, 0.0844, 0.0657, -0.1249, 0.1535, 0.1846, 0.1396, -0.0214, 0.0922, 0.0826, 0.1285, 0.0169, -0.0633, -0.0594, 0.0044, -0.1450, -0.0020, -0.0694, -0.3482, 0.0875, 0.0588, 0.1107, 0.1116, 0.1222, 0.1160, 0.0664, -0.0536, -0.0490, -0.0013, -0.1509, -0.0067, -0.0558, -0.3327, 0.0765, 0.0479, 0.0686, 0.1139, 0.1194, 0.1146, 0.1087, -0.0450, -0.0607, 0.0002, -0.1498, 0.0041, -0.0522, -0.3439, 0.0406, 0.0723, 0.1176, 0.0819, 0.1165, 0.1213, 0.1140, -0.0650, -0.0660, -0.0062, -0.1403, 0.0058, -0.0572, -0.3463, 0.0604, 0.0916, 0.1108, 0.1053, 0.0737, 0.1228, 0.1121, -0.0651, -0.0582, 0.0073, -0.1419, -0.0050, -0.0693, -0.3230, 0.0980, 0.0264, 0.1108, 0.1095, 0.1228, 0.1155, 0.1064],
  "lumo_ha": -0.1242,
  "e_homo_ev": -10.1,
  "spin_multiplicity": 1,
  "total_charge": 1,
  "energy_ha": -5256.376090,
  "homo_lumo_gap_ev": 6.7
}